CH3NO2S2 as an isolated structure. Source: the Open Molecules 2025 dataset; level of theory: wB97M-V/def2-TZVPD.

For the HOMO-LUMO gap (spin up / spin down), the calculation gives 0.3053 / 0.2416 Ha. Its energy above the lowest of the compared OMol25 structures with the same formula, charge and spin is 34.46 kcal per mole. As for the expectation value of S²: 2.007. Its LUMO energy (spin up / spin down) is 0.6 / -3.0 eV.

The geometry in ORCA input format:
```
! RIJCOSX wB97M-V def2-TZVPD def2/J DEFGRID3
* xyz 0 3
C 0.965 0.427 0.427
N 0.671 -0.867 -0.078
O -2.840 -0.201 -0.881
O -0.753 -1.184 0.038
S -0.048 1.803 -0.202
S -1.985 -0.060 0.251
H 1.073 0.445 1.593
H 1.962 0.586 -0.005
H 0.955 -0.948 -1.143
*
```

---

An isolated molecule of C3H4N2. Source: the Open Molecules 2025 dataset; level of theory: wB97M-V/def2-TZVPD.

For the HOMO-LUMO gap, the calculation gives 0.4109 Ha. Its energy above the lowest of the compared OMol25 structures with the same formula, charge and spin is 49.81 kcal per mole. As for the SMILES: N#C[C@H]1CN1. Its LUMO energy is 0.8 eV.

The geometry in ORCA input format:
```
! RIJCOSX wB97M-V def2-TZVPD def2/J DEFGRID3
* xyz 0 1
N -2.783 -0.135 -0.116
C -1.669 -0.122 0.203
C -0.261 -0.084 0.459
C 0.810 -0.430 -0.539
N 0.480 0.948 -0.210
H 0.061 -0.138 1.513
H 1.800 -0.955 -0.277
H 0.640 -0.625 -1.508
H 0.922 1.540 0.475
*
```

---

CH6N2P2 as an isolated structure. Source: the Open Molecules 2025 dataset; level of theory: wB97M-V/def2-TZVPD.

For the HOMO-LUMO gap, the calculation gives 0.2982 Ha. Its energy above the lowest of the compared OMol25 structures with the same formula, charge and spin is 27.41 kcal per mole. Its LUMO energy is -0.4 eV.

The geometry in ORCA input format:
```
! RIJCOSX wB97M-V def2-TZVPD def2/J DEFGRID3
* xyz 0 1
C -0.268 0.606 -0.401
N -1.660 0.862 -0.099
N 2.006 -0.635 0.058
P -2.411 -0.536 0.161
P 0.406 -0.969 -0.111
H 0.423 1.257 0.153
H -0.013 0.847 -1.379
H 2.776 -0.806 -0.575
H 2.212 0.248 0.566
H -3.717 -0.034 0.362
H 0.245 -0.840 1.265
*
```

---

C3H4S2 as an isolated structure. Source: the Open Molecules 2025 dataset; level of theory: wB97M-V/def2-TZVPD.

For the HOMO-LUMO gap, the calculation gives 0.3222 Ha. Its energy above the lowest of the compared OMol25 structures with the same formula, charge and spin is 17.85 kcal per mole. Its LUMO energy is 0.1 eV.

The geometry in ORCA input format:
```
! RIJCOSX wB97M-V def2-TZVPD def2/J DEFGRID3
* xyz 0 1
C -0.651 1.082 -0.133
C -0.355 -0.353 -0.445
C 0.868 -0.581 0.536
H -0.268 -0.504 -1.519
H -1.196 -0.793 -0.081
H 1.759 -0.818 -0.058
H 0.775 -1.217 1.487
S -1.600 2.107 -0.872
S 0.667 1.077 1.085
*
```

---

A 2-piece molecular cluster, C11H15N overall. Source: the Open Molecules 2025 dataset; level of theory: wB97M-V/def2-TZVPD.

For the HOMO-LUMO gap (spin up / spin down), the calculation gives 0.3422 / 0.2244 Ha. Its energy above the lowest of the compared OMol25 structures with the same formula, charge and spin is 21.47 kcal per mole. As for the expectation value of S²: 0.779. Its LUMO energy (spin up / spin down) is -3.9 / -7.1 eV.

The geometry in ORCA input format:
```
! RIJCOSX wB97M-V def2-TZVPD def2/J DEFGRID3
* xyz 1 2
C 0.092 -2.377 -1.186
C 0.921 0.071 -0.691
C -0.038 -0.960 -0.698
C -0.967 0.904 0.198
C -1.231 -0.511 -0.146
C -1.924 1.658 0.837
C -2.593 -0.943 -0.068
C -3.208 1.243 0.848
C -3.545 -0.095 0.367
N 0.293 1.199 -0.164
H 1.787 0.187 -1.317
H 0.827 2.023 0.087
H 0.787 -2.616 -1.994
H -0.835 -2.607 -1.718
H -1.648 2.633 1.234
H -2.787 -1.999 -0.221
H -4.077 1.789 1.172
H -4.582 -0.387 0.286
H 0.247 -2.996 -0.308
C 5.100 -0.416 0.077
C 4.111 0.616 0.659
H 6.094 0.038 0.023
H 5.130 -1.282 0.733
H 4.917 -0.698 -0.960
H 4.256 1.619 0.268
H 4.186 0.579 1.734
H 3.106 0.264 0.390
*
```

---

An isolated molecule of CH6OSi2. Source: the Open Molecules 2025 dataset; level of theory: wB97M-V/def2-TZVPD.

For the HOMO-LUMO gap, the calculation gives 0.3508 Ha. Its energy above the lowest of the compared OMol25 structures with the same formula, charge and spin is 69.46 kcal per mole. As for the SMILES: O=C[SiH2][SiH3]. Its LUMO energy is 0.0 eV.

The geometry in ORCA input format:
```
! RIJCOSX wB97M-V def2-TZVPD def2/J DEFGRID3
* xyz 0 1
O 0.156 2.016 2.753
C -0.322 1.298 1.869
Si 0.277 1.125 0.075
Si -0.505 -0.954 -0.674
H -1.280 0.894 2.095
H 1.777 1.485 0.082
H -0.610 1.821 -0.812
H -1.367 -0.754 -1.984
H 0.499 -1.955 -0.622
H -1.529 -1.756 0.288
*
```

---

An isolated molecule of C19H21ClN2O4. Source: the Open Molecules 2025 dataset; level of theory: wB97M-V/def2-TZVPD.

For the HOMO-LUMO gap, the calculation gives 0.3229 Ha. Its energy above the lowest of the compared OMol25 structures with the same formula, charge and spin is 22.31 kcal per mole. As for the SMILES: CCOc1ccc(Oc2ccc(Cl)cc2NC(=O)CCNC(C)=O)cc1. Its LUMO energy is 0.5 eV.

The geometry in ORCA input format:
```
! RIJCOSX wB97M-V def2-TZVPD def2/J DEFGRID3
* xyz 0 1
C -0.769 0.557 6.274
C 0.681 0.468 5.806
O 0.954 1.324 4.713
C 0.543 0.986 3.464
C -0.065 -0.213 3.102
C -0.422 -0.440 1.785
C -0.175 0.515 0.812
O -0.479 0.200 -0.501
C -1.109 1.146 -1.281
C -1.956 2.114 -0.771
C -2.614 2.987 -1.621
C -2.423 2.876 -2.987
Cl -3.243 3.957 -4.052
C -1.580 1.913 -3.520
C -0.913 1.043 -2.670
N -0.034 0.061 -3.121
C 0.034 -0.508 -4.360
O -0.640 -0.168 -5.304
C 1.048 -1.636 -4.424
C 0.664 -2.833 -3.536
N 0.819 -2.567 -2.121
C 2.027 -2.706 -1.510
C 1.987 -2.466 -0.017
O 3.030 -2.989 -2.125
C 0.439 1.713 1.163
C 0.788 1.943 2.475
H -0.911 -0.075 7.146
H -1.453 0.239 5.491
H -1.007 1.584 6.540
H 0.953 -0.567 5.565
H 1.347 0.823 6.597
H -0.268 -0.982 3.829
H -0.899 -1.368 1.506
H -2.110 2.180 0.296
H -3.275 3.739 -1.222
H -1.443 1.825 -4.585
H 0.523 -0.362 -2.389
H 1.106 -1.971 -5.459
H 2.032 -1.277 -4.117
H 1.335 -3.661 -3.786
H -0.367 -3.132 -3.732
H 0.003 -2.357 -1.569
H 1.592 -1.477 0.201
H 1.350 -3.208 0.460
H 2.992 -2.549 0.384
H 0.639 2.456 0.406
H 1.266 2.864 2.764
*
```

---

C22H32N14O2W as an isolated structure. Source: the Open Molecules 2025 dataset; level of theory: wB97M-V/def2-TZVPD.

For the HOMO-LUMO gap (spin up / spin down), the calculation gives 0.2663 / 0.2525 Ha. Its energy above the lowest of the compared OMol25 structures with the same formula, charge and spin is 0.00 kcal per mole. As for the expectation value of S²: 2.015. Its LUMO energy (spin up / spin down) is -6.6 / -7.4 eV.

The geometry in ORCA input format:
```
! RIJCOSX wB97M-V def2-TZVPD def2/J DEFGRID3
* xyz 2 3
W -0.257 -1.349 0.668
N 1.225 0.370 0.783
C 1.847 0.730 2.079
C 0.817 0.428 3.127
N 0.329 -0.974 2.932
C 1.436 -1.933 3.316
C 2.002 -2.684 2.123
N 0.862 -3.156 1.316
C -0.806 -1.121 3.899
C -1.487 -2.451 3.723
N -1.808 -2.545 2.296
H 1.943 0.166 0.091
H 0.769 1.204 0.407
H 2.132 1.781 2.096
H 2.756 0.144 2.214
H -0.036 1.094 3.011
H 1.214 0.535 4.139
H 1.039 -2.649 4.032
H 2.224 -1.387 3.834
H 2.636 -3.506 2.457
H 2.604 -2.041 1.481
H 0.292 -3.814 1.841
H 1.154 -3.635 0.464
H -1.509 -0.315 3.685
H -0.435 -0.979 4.917
H -2.366 -2.512 4.365
H -0.848 -3.289 4.002
H -2.682 -2.058 2.116
H -1.969 -3.503 1.995
N -3.630 -1.253 -0.282
C -3.125 -0.145 0.346
N -3.762 1.003 0.457
N -2.909 1.819 1.102
N -1.807 1.231 1.361
N -1.896 -0.057 0.904
C -2.885 -2.337 -0.698
N -3.304 -3.268 -1.511
N -2.255 -4.108 -1.646
N -1.254 -3.723 -0.964
N -1.613 -2.571 -0.306
H -4.576 -1.188 -0.635
C 2.716 2.730 -1.610
O 1.349 2.358 -1.394
C 0.386 3.243 -1.770
C 0.623 4.592 -2.003
C -0.431 5.450 -2.275
C -1.737 4.982 -2.306
C -1.976 3.640 -2.097
C -0.921 2.760 -1.867
N -1.298 1.391 -1.732
C -0.692 0.240 -1.788
C 0.586 -0.067 -2.412
C 0.963 0.544 -3.615
C 2.054 0.074 -4.311
C 2.790 -1.001 -3.816
C 2.446 -1.616 -2.626
C 1.347 -1.147 -1.914
O 1.034 -1.730 -0.738
H 3.301 1.829 -1.439
H 3.024 3.510 -0.915
H 2.864 3.063 -2.637
H 1.629 4.980 -1.950
H -0.227 6.498 -2.444
H -2.559 5.657 -2.494
H -2.991 3.257 -2.123
H -2.301 1.328 -1.562
H -1.394 -0.588 -1.812
H 0.370 1.358 -4.013
H 2.327 0.526 -5.255
H 3.641 -1.366 -4.376
H 3.015 -2.451 -2.241
*
```

---

C20H25CrF4MgN4O21P2 as an isolated structure. Source: the Open Molecules 2025 dataset; level of theory: wB97M-V/def2-TZVPD.

For the HOMO-LUMO gap (spin up / spin down), the calculation gives 0.1634 / 0.1714 Ha. As for the expectation value of S²: 3.963. Its LUMO energy (spin up / spin down) is 3.8 / 3.8 eV.

The geometry in ORCA input format:
```
! RIJCOSX wB97M-V def2-TZVPD def2/J DEFGRID3
* xyz -2 4
Cr 2.482 2.431 0.661
Mg 2.015 0.186 -1.553
O 3.808 -0.513 -1.690
H 4.122 -1.309 -2.129
P 0.355 0.685 0.388
O 0.193 0.465 -1.139
O 1.917 0.540 0.346
O -0.414 -0.260 1.318
O 0.552 2.243 0.699
P 3.930 2.853 -1.383
O 2.627 2.066 -1.504
O 4.139 1.827 -0.200
O 3.696 3.812 -0.160
O 5.152 2.264 -2.087
C -3.192 -1.780 1.771
C -2.688 -2.079 0.369
O -3.775 -1.751 -0.419
C -4.913 -1.678 0.334
O -5.993 -1.455 -0.110
O -4.613 -1.857 1.637
F -2.423 -3.418 0.186
H -3.044 -0.763 2.140
H -2.876 -2.404 2.605
H -1.766 -1.573 0.079
C 1.506 -2.488 2.823
C 1.739 -2.872 1.394
O 1.879 -4.309 1.439
C 1.961 -4.717 2.751
O 2.050 -5.857 3.112
O 1.781 -3.707 3.570
F 2.921 -2.328 1.054
H 0.447 -2.252 2.962
H 2.005 -1.690 3.363
H 0.907 -2.575 0.760
C -2.670 0.727 -2.506
C -1.758 -0.220 -3.280
O -2.293 -0.069 -4.602
C -3.069 1.026 -4.644
O -3.594 1.489 -5.631
O -2.910 1.714 -3.530
F -2.031 -1.476 -2.846
H -2.243 1.218 -1.639
H -3.624 0.245 -2.281
H -0.734 0.095 -3.093
C -2.328 3.332 0.334
C -2.819 4.501 1.271
O -4.012 4.919 0.567
C -4.471 3.901 -0.149
O -5.561 3.934 -0.675
O -3.523 2.961 -0.302
F -1.930 5.512 1.177
H -1.896 2.610 1.026
H -1.498 3.721 -0.256
H -3.070 4.271 2.304
C 2.605 0.155 -6.058
C 2.082 0.190 -4.691
N 1.706 0.339 -3.620
H 2.028 0.831 -6.684
H 2.516 -0.864 -6.433
H 3.666 0.372 -5.930
C -0.658 1.328 3.985
C 0.309 0.519 4.737
N 1.088 -0.124 5.291
H -0.025 1.994 3.393
H -1.335 1.933 4.584
H -1.207 0.679 3.302
C 0.043 -4.237 -2.188
C 0.791 -2.993 -1.984
N 1.319 -1.987 -1.827
H 0.326 -4.989 -1.453
H 0.163 -4.642 -3.190
H -1.010 -4.011 -2.017
C 4.395 0.746 4.832
C 3.840 1.256 3.578
N 3.419 1.650 2.593
H 3.873 1.133 5.700
H 5.471 0.883 4.748
H 4.144 -0.310 4.700
*
```

---

An isolated molecule of C5H7NO. Source: the Open Molecules 2025 dataset; level of theory: wB97M-V/def2-TZVPD.

For the HOMO-LUMO gap (spin up / spin down), the calculation gives 0.2751 / 0.2913 Ha. Its energy above the lowest of the compared OMol25 structures with the same formula, charge and spin is 72.08 kcal per mole. Its LUMO energy (spin up / spin down) is 0.7 / 0.5 eV.

The geometry in ORCA input format:
```
! RIJCOSX wB97M-V def2-TZVPD def2/J DEFGRID3
* xyz 0 1
O 1.372 2.222 0.571
C 0.782 1.235 0.176
C 1.430 -0.131 -0.033
C 0.454 -1.221 0.241
C -0.960 -1.044 -0.117
C -1.398 0.258 -0.473
N -0.577 1.298 -0.120
H 2.289 -0.168 0.643
H 1.837 -0.150 -1.064
H 0.727 -2.082 0.839
H -1.512 -1.877 -0.562
H -1.139 -1.048 1.002
H -2.341 0.488 -0.951
H -0.936 2.244 -0.129
*
```

---

C32H50BBrN7Tl as an isolated structure. Source: the Open Molecules 2025 dataset; level of theory: wB97M-V/def2-TZVPD.

For the HOMO-LUMO gap, the calculation gives 0.1963 Ha. Its energy above the lowest of the compared OMol25 structures with the same formula, charge and spin is 36.98 kcal per mole. Its LUMO energy is -9.0 eV.

The geometry in ORCA input format:
```
! RIJCOSX wB97M-V def2-TZVPD def2/J DEFGRID3
* xyz 2 1
Tl -0.107 -0.148 0.522
C -0.202 1.993 2.788
C -0.093 3.320 2.042
C -1.319 4.206 2.314
C 0.072 3.177 0.560
C 0.489 4.152 -0.333
C 0.486 3.561 -1.601
C 0.845 4.383 -2.810
C 1.261 3.674 -4.092
C -0.259 5.423 -3.075
N 0.075 2.278 -1.454
N -0.229 2.087 -0.137
B -0.055 1.100 -2.483
N 1.174 0.135 -2.200
N 1.627 0.099 -0.918
C 2.809 -0.526 -0.866
C 3.161 -0.869 -2.160
C 2.124 -0.430 -2.990
C 2.256 -0.569 -4.479
C 3.397 0.331 -4.987
C 1.010 -0.371 -5.322
C 3.596 -0.693 0.397
C 2.900 -0.107 1.622
C 4.978 -0.041 0.228
N -1.447 0.435 -2.261
N -1.729 -0.190 -1.078
C -3.043 -0.388 -0.971
C -3.630 0.045 -2.151
C -2.610 0.565 -2.942
C -2.919 1.210 -4.266
C -2.797 2.732 -4.150
C -2.157 0.682 -5.478
C -3.753 -0.778 0.297
C -3.700 0.433 1.239
C -3.201 -2.017 0.993
H -0.263 2.180 3.860
H 0.690 1.370 2.637
H -1.112 1.444 2.518
H 0.796 3.842 2.405
H -2.227 3.736 1.936
H -1.204 5.174 1.830
H -1.436 4.375 3.384
H 0.752 5.171 -0.106
H 1.716 4.953 -2.469
H 0.403 3.272 -4.631
H 1.964 2.871 -3.876
H 1.749 4.392 -4.749
H -1.203 4.937 -3.316
H 0.024 6.060 -3.912
H -0.421 6.055 -2.204
H 0.006 1.494 -3.588
H 4.058 -1.370 -2.479
H 2.597 -1.601 -4.617
H 3.133 1.382 -4.871
H 3.573 0.138 -6.043
H 4.324 0.146 -4.447
H 0.817 0.690 -5.463
H 0.140 -0.845 -4.869
H 1.168 -0.805 -6.308
H 3.764 -1.763 0.558
H 2.680 0.952 1.474
H 3.544 -0.202 2.495
H 1.970 -0.651 1.869
H 4.879 1.032 0.057
H 5.518 -0.475 -0.611
H 5.576 -0.194 1.126
H -4.678 0.013 -2.392
H -3.974 0.975 -4.427
H -1.763 3.008 -3.948
H -3.427 3.113 -3.347
H -3.113 3.195 -5.085
H -1.167 1.124 -5.541
H -2.702 0.951 -6.381
H -2.065 -0.403 -5.446
H -4.793 -0.962 0.022
H -2.670 0.586 1.586
H -4.330 0.276 2.113
H -4.028 1.340 0.733
H -2.145 -1.884 1.264
H -3.300 -2.903 0.369
H -3.750 -2.193 1.917
Br 0.183 -7.249 -0.257
C 0.228 -5.384 -0.056
C -0.688 -4.583 -0.731
C -0.635 -3.218 -0.538
N 0.244 -2.645 0.288
C 1.130 -3.411 0.927
C 1.169 -4.781 0.772
H -1.432 -5.017 -1.384
H -1.320 -2.562 -1.058
H 1.834 -2.918 1.586
H 1.907 -5.372 1.296
*
```

---

A 2-piece molecular cluster, C3H9NO3 overall. Source: the Open Molecules 2025 dataset; level of theory: wB97M-V/def2-TZVPD.

For the HOMO-LUMO gap, the calculation gives 0.3992 Ha. Its energy above the lowest of the compared OMol25 structures with the same formula, charge and spin is 0.00 kcal per mole. As for the SMILES: CCNC(=O)O.O. Its LUMO energy is 0.7 eV.

The geometry in ORCA input format:
```
! RIJCOSX wB97M-V def2-TZVPD def2/J DEFGRID3
* xyz 0 1
C -0.991 1.285 -1.441
C -0.056 1.214 -0.247
N -0.684 0.526 0.880
C -0.538 -0.806 1.032
O 0.273 -1.498 0.455
O -1.412 -1.321 1.925
H -0.655 1.953 -2.233
H -1.962 1.665 -1.123
H -1.172 0.304 -1.882
H 0.247 2.208 0.069
H 0.837 0.648 -0.495
H -1.333 1.023 1.459
H -1.152 -2.252 2.024
O 3.147 -1.370 -0.071
H 2.361 -1.586 0.452
H 3.089 -1.993 -0.802
*
```

---

E, respectively: -28335.886 -6153.741 -22689.773 -24844.867 -13132.276 -18934.275 -43737.482 -50100.613 -133424.510 -8833.077 -119825.407 -10890.581 eV.
M, respectively: 125.2 68.1 108.0 104.2 161.2 90.2 376.8 708.4 871.7 97.1 827.9 107.1 g mol⁻¹.